Record 1
# C28H47InN6O4Se

A molecular structure, C28H47InN6O4Se (ωB97M-V with the def2-TZVPD basis set, the OMol25 dataset).

Properties
- energy relative to the best compared isomer or geometry (same formula, charge and spin) (eV) = 0.000
- net charge = +2
- E_LUMO (Ha) = -0.18788
- orbital gap (eV) = 7.52

The geometry in XYZ format:
```
87
C28H47InN6O4Se | the OMol25 dataset | ωB97M-V with the def2-TZVPD basis set
In -1.20751 0.44172 -0.23416
C -1.31196 -4.09190 -0.16226
C -0.89262 -2.66692 0.18486
C 0.64179 -2.58552 0.35539
C 1.20842 -2.54879 1.78209
C 0.53737 -3.56912 2.69808
C 2.71314 -2.77991 1.75157
N 0.93809 -1.18952 2.45235
C 1.82509 0.00596 2.18586
C 1.76163 0.70882 0.83093
N 0.58477 1.57336 0.48634
C 0.02755 2.24927 1.68583
C -0.73695 1.23446 2.54758
O -0.67600 1.27100 3.74661
O -1.33456 0.27530 1.86159
C 0.92952 2.56505 -0.61352
C 1.98602 3.58168 -0.19747
C 1.33066 1.84467 -1.91126
C 0.26778 1.64042 -2.99871
C 0.96718 1.03008 -4.20916
C -0.37586 2.96595 -3.40415
N -0.86105 0.75990 -2.47141
C -1.13551 -0.58446 -3.07137
C -0.77115 -1.76344 -2.17137
N -1.41374 -1.67246 -0.83191
C -2.90594 -1.77845 -0.94642
C -3.64041 -0.46689 -1.31346
O -4.62461 -0.52450 -1.99236
O -3.15692 0.63654 -0.76734
H -0.92441 -4.77958 0.58756
H -0.89757 -4.39764 -1.12455
H -2.39191 -4.21984 -0.18955
H -1.38919 -2.36710 1.11202
H 1.09443 -1.80441 -0.25896
H 1.06468 -3.48973 -0.09115
H 0.66730 -4.56914 2.28745
H -0.53063 -3.38687 2.83052
H 1.00788 -3.56555 3.68383
H 2.89720 -3.81632 1.47037
H 3.15660 -2.63148 2.73890
H 3.21757 -2.14817 1.01792
H 1.01630 -1.35939 3.45743
H -0.04908 -0.91439 2.29485
H 2.85034 -0.34225 2.28795
H 1.63376 0.69027 3.00914
H 1.92028 -0.01109 0.03510
H 2.65045 1.34267 0.83237
H -0.65995 3.03409 1.35837
H 0.80246 2.71661 2.29177
H -0.00772 3.10861 -0.76675
H 2.98527 3.14730 -0.15118
H 1.76017 4.06504 0.75198
H 2.01843 4.36393 -0.95591
H 1.78712 0.87870 -1.69194
H 2.13564 2.42095 -2.36904
H 1.72849 1.72897 -4.55462
H 0.27933 0.87173 -5.04013
H 1.47650 0.09520 -3.96417
H 0.38972 3.69159 -3.67779
H -0.98155 3.40310 -2.60628
H -1.02458 2.82477 -4.27009
H -1.71559 1.29079 -2.62439
H -0.59157 -0.70807 -4.00255
H -2.19462 -0.62129 -3.32559
H 0.31220 -1.80576 -2.04583
H -1.08724 -2.68024 -2.67342
H -3.29760 -2.08164 0.02632
H -3.17914 -2.53489 -1.67974
C 6.99184 -0.47320 -1.56530
N 6.41921 -1.65536 -2.18494
C 5.11537 -1.96489 -2.27339
Se 3.67615 -0.97708 -1.63977
N 5.02402 -3.13307 -2.93853
C 6.29019 -3.59259 -3.29830
C 6.71946 -4.71724 -3.98481
C 8.08555 -4.84801 -4.16289
C 8.98497 -3.89289 -3.67327
C 8.54992 -2.77245 -2.98789
C 7.18045 -2.64635 -2.81331
H 6.18300 0.14410 -1.18772
H 7.56377 0.08484 -2.30501
H 7.64664 -0.76748 -0.74636
H 4.14209 -3.56277 -3.15548
H 6.02723 -5.45540 -4.36608
H 8.46892 -5.70788 -4.69426
H 10.04411 -4.03503 -3.83648
H 9.24613 -2.03531 -2.61204
```

Results of the Mulliken charge analysis, in e, for atoms 1 through 5: 2.548 -1.661 -0.435 0.697 1.271



Record 2
# C28H47NO2P2Re

A molecular structure, C28H47NO2P2Re (ωB97M-V with the def2-TZVPD basis set, the OMol25 dataset).

Properties
- ⟨S²⟩ = 3.772
- energy relative to the best compared isomer or geometry (same formula, charge and spin) (eV) = 0.000
- multiplicity = 4
- net charge = +2
- E_LUMO (spin up / spin down) (Ha) = -0.23964 / -0.34424
- orbital gap (spin up / spin down) (eV) = 6.64 / 3.80

The geometry in XYZ format:
```
81
C28H47NO2P2Re | the OMol25 dataset | ωB97M-V with the def2-TZVPD basis set
Re 0.00000 0.00000 0.00000
C -0.76970 -1.93430 0.80740
C 0.60960 -2.06580 0.37380
C 0.52870 -0.47300 2.08380
C -0.82410 -0.94820 1.83240
C 1.40420 -1.18730 1.20250
C -1.91720 -2.78000 0.34360
H -1.69860 -3.26160 -0.61280
H -2.83180 -2.19180 0.22980
H -2.12150 -3.57740 1.07090
C -2.03970 -0.49020 2.57530
H -2.95170 -0.70490 2.01210
H -1.99840 0.58920 2.74940
H -2.11220 -0.99770 3.54660
C 0.90750 0.52150 3.13720
H 0.96160 0.05180 4.12910
H 0.17170 1.33070 3.18030
H 1.88340 0.96720 2.92410
C 2.90200 -1.14440 1.23320
H 3.28030 -1.78700 2.03950
H 3.27560 -0.13290 1.41520
H 3.33160 -1.50770 0.29630
C 1.14320 -3.10710 -0.56370
H 1.51630 -3.98410 -0.01510
H 1.96860 -2.71300 -1.16370
H 0.36820 -3.45420 -1.25260
C -2.18000 1.00630 -7.19450
C -2.06700 -0.32530 -7.26660
C -1.06920 -1.17750 -8.00600
C 0.23670 -0.49720 -8.47260
C 1.04000 0.08490 -7.33440
C 0.90980 1.27660 -6.73930
C -0.05420 2.40040 -7.01520
C -1.31780 2.06540 -7.83820
H -1.56370 -1.63180 -8.87910
H 0.01630 0.25480 -9.23220
H -0.80570 -2.02050 -7.35170
H -1.03880 1.78960 -8.85670
H -2.98290 1.39120 -6.56520
H -2.80400 -0.90390 -6.70800
H -1.90690 2.98610 -7.92540
H -0.37130 2.80930 -6.04550
H 1.60070 1.48680 -5.92190
H 0.48580 3.22120 -7.51330
H 0.84520 -1.26090 -8.97140
H 1.80870 -0.57600 -6.93290
P -1.08790 0.07250 -1.99200
P 1.48630 1.31960 -1.08100
C -0.28170 1.27090 -3.18540
C 0.60250 2.25580 -2.41360
H -1.04170 1.78430 -3.78450
H 0.32800 0.67150 -3.87240
H 1.30640 2.78030 -3.07030
H -0.01390 2.99290 -1.88940
C 2.32740 2.64820 -0.13340
H 3.02350 2.24130 0.60850
H 1.57760 3.25990 0.37760
H 2.86260 3.27400 -0.85210
C 2.89710 0.57030 -2.00480
H 3.31170 1.27360 -2.73580
H 2.55580 -0.33120 -2.52130
H 3.68580 0.28350 -1.30470
C -2.84470 0.62080 -1.97660
H -3.45820 0.00090 -1.31310
H -3.22120 0.57880 -3.00150
H -2.88540 1.66160 -1.64100
C -1.20750 -1.42560 -3.06080
H -0.23030 -1.91310 -3.11590
H -1.53540 -1.15670 -4.07130
H -1.92650 -2.13140 -2.63700
O -1.81940 3.23530 -1.11550
C -1.26890 3.23070 -0.05190
C -1.20110 4.56860 0.54790
C -1.71960 4.24110 1.83340
C -1.23310 2.83710 1.93460
O -1.41430 2.48250 3.07540
N -0.84970 2.12950 0.71930
H -0.12210 4.82870 0.64070
H -1.72880 5.40080 0.03110
H -1.31650 4.94590 2.59580
H -2.83440 4.22760 1.86140
```

Results of the Mulliken charge analysis, in e, for atoms 1 through 5: 1.089 0.088 1.209 0.627 0.797



Record 3
# C28H47O3Si4

A molecular structure, C28H47O3Si4 (ωB97M-V with the def2-TZVPD basis set, the OMol25 dataset).

Properties
- net charge = +1
- E_LUMO (Ha) = -0.14712
- orbital gap (eV) = 6.56

The geometry in XYZ format:
```
82
C28H47O3Si4 | the OMol25 dataset | ωB97M-V with the def2-TZVPD basis set
C 4.25892 -2.48547 3.75390
Si 3.20444 -2.55967 2.20830
C 4.31059 -2.62798 0.68101
C 2.20700 -4.16563 2.26397
Si 1.78711 -0.67308 1.93449
Si 0.57459 -0.49285 3.98911
C 0.76287 -2.01945 5.08408
C 0.99097 0.99529 5.05894
C -1.22815 -0.31810 3.45751
Si 3.39090 1.03715 2.19145
C 4.37117 1.04119 3.81227
C 4.60916 0.93528 0.77832
C 2.48546 2.67694 2.04099
O 0.89339 -0.39512 0.28748
C -0.09702 -1.05614 -0.32991
C -0.63451 -2.28047 0.33556
C -0.42323 -0.72483 -1.69017
H 4.46230 -3.50540 4.10493
H 5.22098 -2.01098 3.53830
H 3.77889 -1.94147 4.57116
H 4.63360 -3.67065 0.51841
H 3.75956 -2.29061 -0.21135
H 5.19997 -1.99494 0.81852
H 2.91174 -5.01538 2.29605
H 1.56772 -4.20817 3.15642
H 1.58599 -4.26769 1.36077
H -0.11127 -2.07882 5.75151
H 0.81725 -2.95361 4.51448
H 1.66003 -1.93919 5.71279
H 0.11062 1.25552 5.66455
H 1.81006 0.75828 5.74703
H 1.26615 1.87992 4.47785
H -1.74234 0.35148 4.16789
H -1.30973 0.11833 2.44838
H -1.72715 -1.29929 3.47054
H 4.68660 2.07268 4.03761
H 3.80976 0.66409 4.67592
H 5.27736 0.43361 3.68977
H 5.03300 1.93296 0.59395
H 5.43110 0.24339 0.99254
H 4.10004 0.60664 -0.13554
H 3.13960 3.39569 1.52265
H 1.56672 2.55856 1.44794
H 2.22961 3.08421 3.02751
H -1.57410 -2.60404 -0.19099
H 0.08294 -3.15217 0.31617
H -0.86557 -2.07118 1.39847
H -0.88776 -1.56663 -2.22446
H 0.49421 -0.29061 -2.09419
C -5.52404 -0.50711 -8.14820
O -4.20810 -1.08801 -7.90858
C -3.66366 -1.04718 -6.65206
C -2.26487 -1.30365 -6.53952
C -1.60150 -1.02850 -5.35877
C -2.26215 -0.48981 -4.23346
C -1.42437 0.12593 -3.12426
C -2.02858 1.32883 -2.49476
C -1.50318 1.72078 -1.25397
C -2.01032 2.81783 -0.60467
C -3.01747 3.59749 -1.20599
O -3.40633 4.68477 -0.47685
C -2.58141 4.67250 0.74924
C -1.68598 3.42796 0.70063
C -3.51222 3.27262 -2.46651
C -3.02683 2.14564 -3.09019
C -3.67871 -0.43098 -4.30261
C -4.37360 -0.68465 -5.47915
H -5.61486 -0.50357 -9.23948
H -6.31818 -1.13856 -7.70992
H -5.60378 0.52681 -7.76029
H -1.74546 -1.69143 -7.41798
H -0.51915 -1.14718 -5.34781
H -0.46088 0.34470 -3.62003
H -0.70250 1.19565 -0.73191
H -1.96475 5.57934 0.76488
H -3.24582 4.67131 1.62010
H -1.88183 2.74539 1.53778
H -0.62698 3.70213 0.75027
H -4.29596 3.85222 -2.92614
H -3.42406 1.88437 -4.06760
H -4.24944 -0.05108 -3.46417
H -5.45454 -0.56616 -5.52087
```

Results of the Mulliken charge analysis, in e, for atoms 1 through 5: -1.003 0.615 -1.187 -1.139 0.236



Record 4
# C28H48BrFN7O5PS3

6 unconnected molecules or ions with the total composition C28H48BrFN7O5PS3 (ωB97M-V with the def2-TZVPD basis set, the OMol25 dataset).

Properties
- net charge = 0
- E_LUMO (Ha) = -0.05392
- SMILES = CO[C@H]([PH2]=S)[C@@](Br)(OCCCSc1nnco1)S(=O)(=O)F.CCCC#N.CCCC#N.CCCC#N.CCCC#N.CCCC#N
- orbital gap (eV) = 7.34

The geometry in XYZ format:
```
94
C28H48BrFN7O5PS3 | the OMol25 dataset | ωB97M-V with the def2-TZVPD basis set
C -1.30685 1.43001 5.23973
O -1.63274 1.30853 3.80974
C -0.57829 1.96949 2.97006
P -0.90269 3.83818 3.08793
S -0.52581 4.87474 1.49250
C -0.66370 1.30979 1.47887
Br 0.93163 1.76589 0.29161
O -0.72216 -0.17849 1.46420
C 0.31078 -0.77335 2.31987
C 0.87344 -2.19105 1.67541
C 1.74381 -1.96671 0.27759
S 3.58018 -1.93876 0.64875
C 4.30645 -0.21537 0.52785
N 4.88656 0.39817 1.78924
N 5.42188 1.66048 1.56450
C 5.16672 1.85699 0.07522
O 4.45610 0.72228 -0.59853
S -2.20355 1.85563 0.48760
O -2.78138 0.57300 -0.22900
O -3.34837 2.38582 1.38268
F -1.78137 2.93115 -0.81706
H -0.95923 0.38355 5.65310
H -0.54666 2.28143 5.50164
H -2.32360 1.68740 5.80301
H 0.45051 1.74802 3.52042
H -2.24576 4.11856 3.52697
H -0.00638 4.35022 4.13398
H 1.24019 -0.09862 2.53659
H -0.21645 -1.04489 3.35514
H 1.64908 -2.61311 2.47809
H 0.03666 -3.00871 1.53239
H 1.36955 -1.06521 -0.36977
H 1.53018 -2.94297 -0.37448
H 5.55700 2.86920 -0.38241
C -1.48194 -5.61318 -2.32218
C -0.69260 -5.07540 -3.50875
C 0.79372 -5.42772 -3.45280
C 1.47350 -4.80130 -2.31140
N 2.00744 -4.31186 -1.40423
H -1.13656 -5.17705 -1.37994
H -2.54290 -5.36686 -2.43288
H -1.39134 -6.70163 -2.25219
H -0.82182 -3.98796 -3.56472
H -1.11786 -5.49536 -4.42857
H 1.27136 -5.09012 -4.37979
H 0.91834 -6.51580 -3.40997
C 6.98701 -3.55571 -3.37104
C 5.65755 -2.81959 -3.47533
C 4.57250 -3.63296 -4.18067
C 4.89861 -3.89670 -5.58828
N 5.16169 -4.11104 -6.69845
H 7.40727 -3.76654 -4.35909
H 7.71343 -2.94561 -2.82455
H 6.86920 -4.50364 -2.83684
H 5.81304 -1.86615 -3.99409
H 5.31247 -2.57939 -2.46216
H 3.62844 -3.07809 -4.13258
H 4.41147 -4.57911 -3.65139
C -7.29397 4.96334 2.83198
C -6.50463 5.50112 1.64541
C -5.01831 5.14880 1.70136
C -4.33854 5.77522 2.84275
N -3.80460 6.26466 3.74993
H -6.94859 5.39947 3.77422
H -8.35493 5.20966 2.72128
H -7.20338 3.87489 2.90196
H -6.63385 6.58856 1.58944
H -6.92989 5.08116 0.72559
H -4.54068 5.48640 0.77436
H -4.89369 4.06072 1.74419
C -4.77934 -4.38352 2.28885
C -3.88755 -3.21855 2.69845
C -2.82464 -2.87762 1.65424
C -1.85624 -3.96598 1.46725
N -1.09644 -4.83034 1.31498
H -4.20499 -5.30810 2.17667
H -5.54452 -4.55850 3.05202
H -5.28589 -4.17497 1.34136
H -3.41329 -3.44824 3.66004
H -4.51919 -2.33577 2.85661
H -2.28931 -1.97719 1.97685
H -3.30380 -2.63626 0.69850
C 1.16083 4.43205 -2.38655
C 1.95016 4.96983 -3.57312
C 3.43648 4.61751 -3.51717
C 4.11626 5.24393 -2.37577
N 4.65020 5.73337 -1.46860
H 1.50620 4.86818 -1.44431
H 0.09987 4.67837 -2.49725
H 1.25142 3.34360 -2.31656
H 1.82095 6.05727 -3.62909
H 1.52490 4.54987 -4.49294
H 3.91412 4.95511 -4.44416
H 3.56110 3.52943 -3.47434
```

Results of the Mulliken charge analysis, in e, for atoms 1 through 5: -0.772 -0.225 -0.249 0.299 -0.313



Record 5
# C28H48Cl8O18

10 unconnected molecules or ions with the total composition C28H48Cl8O18 (ωB97M-V with the def2-TZVPD basis set, the OMol25 dataset).

Properties
- net charge = 0
- E_LUMO (Ha) = -0.00428
- SMILES = CCOC(=O)OC.CCOC(=O)OC.O=C1OCCO1.O=C1OCCO1.O=C1OCCO1.O=C1OCCO1.ClCCCl.ClCCCl.ClCCCl.ClCCCl
- orbital gap (eV) = 10.41

The geometry in XYZ format:
```
102
C28H48Cl8O18 | the OMol25 dataset | ωB97M-V with the def2-TZVPD basis set
Cl -3.79937 -1.46670 3.74861
C -5.03006 -0.33317 3.09513
C -5.77684 -0.93499 1.90355
Cl -4.67547 -1.14151 0.57718
H -4.50859 0.59594 2.88851
H -5.78789 -0.16384 3.85933
H -6.46019 -0.13402 1.61084
H -6.38563 -1.79223 2.17501
Cl -3.45517 3.40719 3.03605
C -2.97619 5.05724 2.55849
C -1.50561 5.08726 2.10596
Cl -1.26249 6.62695 1.27551
H -3.12445 5.80430 3.33414
H -3.57231 5.35457 1.69996
H -1.33326 4.31612 1.35963
H -0.80362 4.94041 2.92271
Cl -0.59957 1.73271 0.76607
C -1.45066 0.24804 0.41881
C -1.42724 -0.74301 1.57263
Cl 0.25802 -1.37779 1.81161
H -1.04472 -0.22686 -0.47535
H -2.46567 0.53997 0.14982
H -2.05208 -1.59427 1.32881
H -1.73209 -0.28091 2.50455
Cl -1.51202 -3.59768 -0.49574
C -0.65742 -5.11691 -0.16352
C 0.44026 -5.04385 0.87977
Cl 1.82076 -4.01386 0.44363
H -0.12284 -5.52446 -1.02527
H -1.44198 -5.79269 0.16257
H 0.87837 -5.98829 1.19337
H -0.05993 -4.69586 1.79063
C -0.92743 -2.37033 4.85182
C 0.44433 -2.11713 5.53940
O 1.11870 -3.37520 5.38800
C 0.46661 -4.15996 4.53162
O 0.89559 -5.21040 4.14857
O -0.72578 -3.64957 4.23146
H -1.22293 -1.63381 4.11828
H -1.70363 -2.43037 5.61441
H 0.37098 -2.04701 6.62093
H 1.00319 -1.36220 4.99027
C 3.80130 -3.22959 3.22328
C 3.45812 -1.76714 3.58542
O 3.70449 -1.72657 4.97407
C 4.34960 -2.84464 5.38613
O 4.73892 -2.99526 6.49786
O 4.63018 -3.59254 4.31775
H 4.27718 -3.31374 2.24944
H 2.95395 -3.91886 3.21367
H 2.40935 -1.53899 3.40207
H 4.12070 -1.08866 3.04540
C 0.40799 3.48525 -2.69721
C -0.32469 4.50041 -1.79670
O -1.53704 4.69136 -2.52857
C -1.40709 4.30388 -3.78246
O -2.26094 4.47679 -4.62060
O -0.30406 3.59520 -3.95578
H 0.27313 2.44172 -2.41261
H 1.47411 3.63684 -2.83751
H 0.22022 5.42614 -1.60101
H -0.57941 4.18659 -0.78646
C 2.13549 3.19817 2.10521
C 2.91497 1.89380 2.03998
O 3.55080 2.01673 0.76527
C 3.01938 3.03257 0.06573
O 3.25317 3.26925 -1.08582
O 2.05575 3.65623 0.75588
H 2.67228 4.00796 2.60653
H 1.14872 2.99826 2.52092
H 2.30583 0.98827 1.92678
H 3.57271 1.68633 2.88435
C 1.99940 0.00774 -2.39806
C 2.57537 -1.38537 -2.39859
O 2.14385 -2.05339 -3.60625
C 3.01353 -2.56173 -4.45595
O 4.18078 -2.77934 -4.25910
O 2.40130 -2.71514 -5.63048
C 3.15024 -3.39917 -6.61567
H 2.32265 0.52865 -1.48459
H 0.91162 0.04231 -2.29092
H 2.32452 0.71367 -3.15999
H 2.35513 -2.06074 -1.58138
H 3.63115 -1.13688 -2.54035
H 3.60641 -2.75412 -7.36937
H 2.40240 -3.89791 -7.25119
H 3.79844 -4.20340 -6.28581
C -1.13118 1.71153 -6.64778
C -0.67107 0.96915 -5.39149
O -1.81011 0.43873 -4.72158
C -2.08861 0.94593 -3.51177
O -1.24925 1.09735 -2.66188
O -3.37416 1.12561 -3.37198
C -3.83250 1.65714 -2.14644
H -1.87685 2.45060 -6.35858
H -1.56927 0.95484 -7.30223
H -0.33600 2.21353 -7.19538
H -0.16423 1.71365 -4.77367
H 0.04749 0.18396 -5.61479
H -3.77556 0.86552 -1.39698
H -4.86897 1.95003 -2.28170
H -3.24528 2.50964 -1.80486
```

Results of the Mulliken charge analysis, in e, for atoms 1 through 5: -0.109 -0.279 -0.479 -0.077 -0.059